Record 1
This record from OMol25 describes 15 unconnected molecules or ions with the total composition C22H68F6N17O24S2 in a non-equilibrium geometry. The level of theory is ωB97M-V/def2-TZVPD.

Calculated values
- HOMO energy (Ha) = -0.2467
- relative energy (zero: lowest compared OMol25 entry of this formula, charge and spin) (kcal per mole) = 258.4
- spin multiplicity = 1
- net charge = -1

Last column: Löwdin charge in e.
Cartesian coordinates (Å):
C -0.596 -0.189 -1.151  -0.602
F 0.305 -0.501 -2.051  0.139
F -0.707 1.175 -1.145  0.091
F -1.828 -0.719 -1.413  0.093
S 0.036 -0.749 0.624  0.709
O 1.473 -0.912 0.548  -0.330
O -0.450 0.332 1.472  -0.316
N -0.726 -2.412 0.620  -0.303
S -1.837 -2.202 1.682  0.549
O -1.402 -2.072 3.068  -0.342
O -2.885 -1.220 1.195  -0.371
C -2.723 -3.914 1.762  -0.677
F -3.965 -3.823 2.235  0.123
F -2.824 -4.476 0.593  0.140
F -2.055 -4.768 2.575  0.097
C -9.084 2.849 0.510  -0.777
O -8.174 3.521 0.017  0.028
N -8.977 1.590 0.826  0.145
N -10.299 3.204 0.826  0.142
H -9.681 0.971 1.200  0.114
H -8.012 1.293 0.861  0.124
H -10.656 2.720 1.637  0.108
H -10.315 4.214 0.857  0.116
C 4.080 2.413 6.884  -0.885
O 3.968 3.199 6.044  0.104
N 4.718 2.490 8.026  0.153
N 3.352 1.380 6.906  0.162
H 5.317 3.299 8.107  0.116
H 4.789 1.723 8.679  0.107
H 3.314 0.916 7.803  0.108
H 2.664 1.142 6.206  0.135
C 7.856 -4.197 -5.565  -0.879
O 8.885 -4.008 -5.075  0.114
N 6.709 -3.688 -5.487  0.165
N 7.643 -5.232 -6.340  0.127
H 5.927 -4.207 -5.861  0.121
H 6.650 -2.970 -4.779  0.132
H 6.748 -5.477 -6.739  0.104
H 8.470 -5.759 -6.580  0.115
C -4.724 2.625 7.951  -0.811
O -5.602 3.332 7.503  0.031
N -4.923 1.496 8.565  0.158
N -3.492 3.019 8.067  0.157
H -5.899 1.238 8.525  0.121
H -4.138 0.889 8.749  0.112
H -2.778 2.412 8.445  0.110
H -3.284 3.885 7.590  0.123
C -4.221 8.218 -3.594  -0.793
O -4.066 9.386 -3.886  0.025
N -4.503 7.270 -4.441  0.161
N -3.948 7.797 -2.359  0.156
H -4.816 6.371 -4.105  0.112
H -4.946 7.770 -5.199  0.121
H -3.927 8.471 -1.607  0.117
H -4.188 6.823 -2.242  0.100
C 1.214 -6.931 -4.541  -0.789
O 0.955 -7.412 -5.629  0.031
N 1.683 -7.605 -3.500  0.145
N 1.077 -5.685 -4.188  0.153
H 1.765 -8.591 -3.703  0.114
H 2.050 -7.142 -2.681  0.110
H 0.533 -5.255 -4.923  0.119
H 0.962 -5.479 -3.205  0.116
C -6.247 -10.599 -4.697  -0.786
O -5.644 -11.687 -4.772  -0.012
N -7.280 -10.372 -5.485  0.153
N -5.890 -9.639 -3.938  0.173
H -7.454 -11.118 -6.143  0.117
H -7.730 -9.468 -5.478  0.105
H -4.980 -9.805 -3.532  0.131
H -6.334 -8.733 -3.980  0.119
C 10.350 0.057 3.347  -0.797
O 11.571 -0.060 3.458  0.007
N 9.794 0.183 2.197  0.161
N 9.521 0.022 4.370  0.159
H 10.482 -0.002 1.481  0.126
H 8.851 -0.173 2.143  0.117
H 8.617 0.433 4.182  0.109
H 9.882 -0.143 5.299  0.118
C 5.282 -5.842 2.545  -0.212
C 5.370 -4.938 3.755  -0.249
O 4.882 -5.526 4.973  -0.071
O 3.866 -6.124 2.299  -0.087
H 5.896 -6.731 2.694  0.118
H 5.560 -5.260 1.666  0.113
H 4.574 -4.206 3.620  0.120
H 6.388 -4.591 3.937  0.117
H 5.559 -6.156 5.229  0.073
H 3.380 -5.304 2.188  0.078
C -4.759 -5.013 11.478  -0.183
C -4.255 -4.950 10.024  -0.215
O -2.828 -4.590 9.881  -0.096
O -4.369 -3.677 11.964  -0.093
H -4.389 -5.900 11.992  0.114
H -5.844 -4.943 11.391  0.112
H -4.715 -4.234 9.342  0.114
H -4.377 -5.935 9.574  0.104
H -2.606 -4.220 9.024  0.074
H -4.924 -3.387 12.692  0.070
C 6.113 0.979 -10.144  -0.249
C 4.740 0.343 -10.431  -0.236
O 4.778 -0.623 -11.491  -0.063
O 6.337 2.019 -11.056  -0.069
H 6.911 0.274 -10.378  0.117
H 6.212 1.270 -9.098  0.113
H 4.040 1.101 -10.781  0.116
H 4.321 -0.032 -9.497  0.111
H 3.844 -0.553 -11.702  0.074
H 7.200 2.426 -10.954  0.085
C -7.211 -3.026 -5.906  -0.269
C -8.253 -3.277 -4.788  -0.165
O -8.919 -4.600 -4.950  -0.111
O -7.726 -2.554 -7.108  -0.059
H -6.505 -3.817 -6.157  0.116
H -6.484 -2.337 -5.473  0.111
H -8.983 -2.468 -4.759  0.114
H -7.772 -3.398 -3.817  0.111
H -9.514 -4.844 -4.237  0.063
H -7.134 -2.084 -7.700  0.090
C 4.194 12.301 -3.531  -0.248
C 2.927 11.533 -3.927  -0.260
O 2.961 10.135 -3.994  -0.061
O 3.730 13.565 -3.137  -0.075
H 4.982 12.373 -4.280  0.117
H 4.564 11.808 -2.632  0.115
H 2.419 11.999 -4.771  0.119
H 2.213 11.652 -3.113  0.118
H 2.337 9.739 -3.381  0.089
H 4.448 14.127 -2.838  0.086
C 2.079 9.039 2.538  -0.252
C 1.256 9.130 3.691  -0.275
O 1.803 8.483 4.842  -0.064
O 1.997 7.722 1.912  -0.064
H 3.149 9.201 2.672  0.126
H 1.734 9.856 1.904  0.124
H 0.400 8.480 3.512  0.128
H 0.886 10.129 3.921  0.130
H 2.279 7.694 4.575  0.075
H 1.957 7.032 2.577  0.072


Record 2
This record from OMol25 describes 10 unconnected molecules or ions with the total composition C22H68N4O10 in a non-equilibrium geometry. The level of theory is ωB97M-V/def2-TZVPD.

Calculated values
- HOMO energy (Ha) = -0.3054
- relative energy (zero: lowest compared OMol25 entry of this formula, charge and spin) (kcal per mole) = 62.8
- SMILES = COC[C@H](C)N.COC[C@H](C)N.COC[C@H](C)N.COC[C@H](C)N.CO.CO.CO.CO.CO.CO
- spin multiplicity = 1

Last column: Löwdin charge in e.
Cartesian coordinates (Å):
C 5.813 -1.259 6.171  -0.072
O 5.077 -0.284 5.379  -0.209
C 4.133 -0.899 4.518  -0.215
C 3.117 0.171 4.188  -0.438
C 2.097 -0.201 3.144  -0.063
N 3.743 1.472 3.859  0.062
H 6.660 -0.839 6.713  0.083
H 6.305 -1.833 5.386  0.082
H 5.227 -1.902 6.828  0.086
H 4.623 -1.260 3.614  0.126
H 3.649 -1.776 4.949  0.125
H 2.523 0.275 5.096  0.132
H 2.490 -0.265 2.129  0.053
H 1.308 0.540 3.016  0.073
H 1.534 -1.081 3.458  0.083
H 4.016 1.333 2.897  0.027
H 4.628 1.339 4.327  0.049
C -0.177 -5.148 0.569  -0.112
O -0.680 -4.070 1.323  -0.195
C -2.029 -3.764 0.951  -0.171
C -2.475 -2.394 1.584  -0.448
C -2.871 -2.399 3.075  -0.047
N -3.475 -1.790 0.781  0.044
H -0.778 -6.036 0.767  0.086
H 0.871 -5.310 0.821  0.091
H -0.264 -4.937 -0.496  0.066
H -1.985 -3.574 -0.121  0.102
H -2.789 -4.545 0.962  0.127
H -1.570 -1.789 1.526  0.103
H -2.258 -3.173 3.535  0.073
H -3.899 -2.746 3.180  0.072
H -2.804 -1.388 3.477  0.056
H -3.580 -0.838 1.101  0.008
H -3.199 -1.680 -0.184  0.024
C -0.740 4.379 -3.356  -0.117
O 0.465 4.066 -2.666  -0.207
C 0.559 4.680 -1.372  -0.176
C 1.674 4.176 -0.395  -0.408
C 1.667 2.633 -0.208  -0.047
N 1.338 4.765 0.873  0.026
H -0.794 4.090 -4.405  0.091
H -0.841 5.464 -3.386  0.086
H -1.593 3.952 -2.828  0.070
H 0.747 5.747 -1.488  0.120
H -0.357 4.544 -0.796  0.111
H 2.650 4.552 -0.704  0.132
H 1.953 2.144 -1.140  0.060
H 0.692 2.233 0.068  0.058
H 2.446 2.294 0.474  0.065
H 1.853 4.243 1.568  0.071
H 1.677 5.710 0.987  0.077
C -5.033 2.867 -2.114  -0.109
O -4.217 2.879 -0.948  -0.215
C -4.305 1.645 -0.169  -0.146
C -3.514 1.939 1.181  -0.367
C -1.977 1.829 0.890  -0.042
N -3.867 0.840 2.081  0.020
H -6.114 2.841 -1.975  0.089
H -4.549 2.108 -2.729  0.071
H -4.889 3.800 -2.660  0.081
H -5.377 1.506 -0.028  0.122
H -3.825 0.769 -0.604  0.096
H -3.838 2.900 1.580  0.133
H -1.769 0.849 0.462  0.055
H -1.342 2.029 1.753  0.078
H -1.719 2.583 0.145  0.060
H -4.828 0.949 2.373  0.089
H -3.308 1.033 2.899  0.080
C 3.541 -0.851 -3.169  -0.167
O 3.231 -2.060 -2.506  -0.133
H 2.764 -0.180 -2.802  0.064
H 4.492 -0.409 -2.872  0.062
H 3.519 -0.961 -4.253  0.075
H 2.279 -2.097 -2.390  0.007
C -0.720 1.220 -2.794  -0.107
O -0.736 -0.057 -3.372  -0.138
H -0.769 0.945 -1.741  0.070
H 0.227 1.708 -3.025  0.090
H -1.615 1.793 -3.037  0.084
H -0.850 0.077 -4.316  0.115
C -0.946 -4.425 -3.747  -0.152
O -1.047 -5.340 -4.837  -0.121
H -0.499 -4.994 -2.932  0.067
H -0.413 -3.485 -3.884  0.064
H -1.949 -4.115 -3.453  0.075
H -0.180 -5.694 -5.049  0.071
C -4.160 -1.006 -3.027  -0.137
O -3.089 -1.332 -2.155  -0.146
H -3.884 -0.223 -3.733  0.076
H -4.582 -1.868 -3.545  0.079
H -4.972 -0.652 -2.392  0.074
H -2.310 -0.911 -2.524  0.030
C 0.583 -1.164 -0.514  -0.075
O 0.689 -1.782 -1.849  -0.132
H 1.065 -0.196 -0.382  0.062
H -0.452 -1.005 -0.211  0.054
H 0.934 -1.868 0.240  0.087
H 0.163 -1.228 -2.430  0.021
C 4.429 0.002 -0.068  -0.181
O 5.007 0.435 1.112  -0.113
H 3.692 -0.763 0.173  0.077
H 3.856 0.782 -0.568  0.059
H 5.163 -0.422 -0.753  0.080
H 5.633 1.137 0.916  0.092


Record 3
This record from OMol25 describes 12 unconnected molecules or ions with the total composition C22H68O17 in a non-equilibrium geometry. The level of theory is ωB97M-V/def2-TZVPD.

Calculated values
- HOMO energy (alpha / beta) (Ha) = 0.0101 / -0.2733
- ⟨S²⟩ = 0.750
- spin multiplicity = 2
- net charge = -1

Last column: Mulliken spin population.
Cartesian coordinates (Å):
C 3.031 1.705 -2.050  -1.287
O 3.457 2.965 -1.696  -1.197
H 2.658 1.708 -3.074  -0.063
H 3.783 0.922 -1.956  0.927
H 2.123 1.360 -1.554  0.963
H 4.391 2.858 -1.503  0.519
C 0.111 0.471 0.051  0.398
O -0.175 -0.815 0.519  0.196
H -0.669 1.128 0.437  -0.188
H 1.095 0.742 0.434  0.137
H 0.186 0.507 -1.036  -0.230
H 0.614 -1.311 0.285  0.094
C 2.249 5.557 0.674  0.143
C 0.963 4.664 0.809  0.340
O 0.475 5.002 2.084  -0.051
O 1.816 6.942 0.560  -0.036
H 2.827 5.140 -0.150  0.026
H 2.941 5.529 1.516  -0.027
H 1.199 3.601 0.795  -0.149
H 0.163 4.866 0.097  0.036
H 0.994 4.478 2.698  0.001
H 1.243 7.114 1.311  0.003
C 1.879 -5.250 2.216  0.029
C 1.937 -3.688 2.445  0.044
O 3.175 -3.377 3.066  -0.078
O 2.671 -5.686 1.144  -0.019
H 0.856 -5.537 1.974  -0.004
H 2.028 -5.803 3.144  0.005
H 1.163 -3.308 3.112  0.008
H 1.861 -3.137 1.508  0.020
H 2.992 -2.765 3.782  0.032
H 3.564 -5.365 1.290  0.004
C 2.344 -3.166 -2.287  0.060
C 2.667 -1.708 -2.127  0.385
O 2.485 -1.297 -0.808  -1.137
O 2.203 -3.622 -3.584  -0.045
H 1.472 -3.528 -1.743  0.017
H 3.163 -3.743 -1.857  0.005
H 2.001 -1.204 -2.828  0.062
H 3.654 -1.466 -2.521  -0.016
H 3.278 -1.519 -0.314  0.556
H 1.431 -3.159 -3.917  0.018
C -2.563 0.346 4.339  0.013
C -1.145 0.803 3.928  -0.064
O -1.271 2.249 3.917  -0.015
O -2.787 0.604 5.680  -0.002
H -2.748 -0.715 4.171  0.000
H -3.252 0.970 3.770  -0.001
H -0.707 0.373 3.028  0.012
H -0.369 0.504 4.634  0.012
H -1.458 2.531 3.019  -0.002
H -3.472 -0.008 5.957  0.000
C -1.061 -1.504 -4.760  0.084
C -0.689 -0.281 -3.926  -0.086
O 0.118 0.604 -4.624  -0.107
O 0.001 -2.454 -4.900  -0.053
H -1.283 -1.234 -5.792  -0.027
H -1.945 -1.991 -4.349  0.016
H -0.220 -0.523 -2.972  0.069
H -1.493 0.375 -3.592  0.024
H -0.359 0.951 -5.381  0.038
H 0.453 -2.239 -5.719  0.025
C -4.134 2.499 1.210  -0.003
C -2.895 3.100 0.647  -0.037
O -1.964 3.434 1.665  -0.005
H -3.904 1.604 1.788  0.000
H -4.878 2.250 0.453  -0.001
H -4.635 3.238 1.834  0.002
H -3.150 4.026 0.133  0.006
H -2.404 2.439 -0.067  0.019
H -1.711 4.346 1.504  -0.004
C 2.260 -0.188 3.457  0.248
C 2.513 -0.390 4.935  0.050
O 2.626 -1.780 5.242  -0.091
H 3.048 -0.574 2.811  -0.031
H 2.094 0.846 3.157  0.034
H 1.389 -0.784 3.181  0.074
H 1.751 0.049 5.579  0.004
H 3.434 0.088 5.268  -0.052
H 3.030 -1.868 6.109  0.024
C -4.242 -0.693 -1.615  0.019
C -2.848 -0.992 -1.214  -0.050
O -2.865 -1.422 0.146  -0.004
H -4.716 0.072 -0.999  0.005
H -4.764 -1.647 -1.690  -0.004
H -4.218 -0.300 -2.631  0.005
H -2.159 -0.161 -1.369  -0.005
H -2.441 -1.765 -1.865  0.012
H -1.947 -1.518 0.407  -0.009
C -1.225 3.762 -3.110  0.021
C 0.085 3.190 -2.571  0.235
O 0.939 4.271 -2.356  0.138
H -1.736 4.475 -2.463  0.004
H -1.930 2.950 -3.288  -0.020
H -1.088 4.314 -4.040  -0.001
H 0.588 2.531 -3.279  -0.030
H -0.017 2.775 -1.568  -0.033
H 1.793 3.852 -2.226  0.044
C -1.396 -4.697 -1.941  0.009
C -1.876 -4.271 -0.607  -0.008
O -2.016 -5.458 0.200  -0.002
H -1.359 -3.839 -2.612  -0.002
H -2.116 -5.261 -2.535  0.003
H -0.441 -5.222 -1.973  0.000
H -2.838 -3.760 -0.626  -0.001
H -1.125 -3.661 -0.105  0.004
H -2.562 -6.030 -0.344  0.001


Record 4
This record from OMol25 describes 16 unconnected molecules or ions with the total composition C22H68O20 in a non-equilibrium geometry. The level of theory is ωB97M-V/def2-TZVPD.

Calculated values
- HOMO energy (Ha) = -0.3379
- relative energy (zero: lowest compared OMol25 entry of this formula, charge and spin) (kcal per mole) = 30.0
- spin multiplicity = 1

Last column: Löwdin charge in e.
Cartesian coordinates (Å):
C 0.002 -2.514 2.719  -0.146
O -1.216 -2.451 3.375  -0.126
H 0.520 -1.561 2.607  0.073
H 0.655 -3.013 3.436  0.094
H -0.155 -3.108 1.819  0.078
H -1.141 -2.010 4.225  0.095
C 2.892 -3.342 0.174  -0.146
O 3.481 -4.287 -0.711  -0.122
H 3.474 -3.176 1.080  0.082
H 3.016 -2.386 -0.335  0.059
H 1.864 -3.585 0.445  0.065
H 3.533 -5.137 -0.269  0.071
C -2.564 0.763 3.425  -0.154
O -2.479 1.582 4.583  -0.131
H -3.284 -0.022 3.654  0.079
H -2.873 1.442 2.630  0.072
H -1.580 0.320 3.269  0.061
H -1.744 2.185 4.443  0.012
C 0.636 2.987 3.736  -0.146
O -0.355 3.348 4.650  -0.108
H 0.546 3.497 2.777  0.076
H 1.654 3.107 4.108  0.080
H 0.605 1.910 3.571  0.063
H -0.317 4.305 4.714  0.098
C -2.118 5.014 1.414  -0.124
O -1.148 4.434 0.547  -0.136
H -2.694 4.295 1.997  0.077
H -1.657 5.813 1.994  0.086
H -2.917 5.489 0.844  0.077
H -1.675 3.986 -0.120  0.033
C -4.305 0.060 -2.460  -0.113
O -4.165 0.827 -1.276  -0.136
H -4.178 -1.012 -2.308  0.069
H -5.369 0.144 -2.686  0.084
H -3.743 0.490 -3.288  0.094
H -4.821 0.516 -0.648  0.098
C -3.466 -4.801 -1.896  -0.134
O -2.228 -4.471 -1.276  -0.139
H -4.226 -4.020 -1.949  0.060
H -3.286 -5.114 -2.925  0.084
H -4.003 -5.590 -1.369  0.082
H -2.363 -4.097 -0.400  0.018
C 0.726 -5.937 -2.294  -0.159
O 0.108 -4.801 -2.844  -0.143
H 1.054 -5.686 -1.285  0.062
H -0.038 -6.706 -2.180  0.077
H 1.568 -6.360 -2.842  0.083
H -0.716 -4.659 -2.372  0.017
C 4.649 0.243 -1.053  -0.158
O 4.545 1.564 -1.564  -0.122
H 3.629 -0.119 -0.920  0.039
H 5.039 -0.396 -1.846  0.074
H 5.193 0.102 -0.119  0.086
H 4.677 2.161 -0.823  0.025
C 1.751 4.502 -1.076  -0.134
O 1.677 4.369 0.324  -0.141
H 1.059 5.289 -1.376  0.084
H 2.759 4.740 -1.415  0.090
H 1.466 3.607 -1.630  0.075
H 0.747 4.455 0.550  0.031
C -2.669 3.635 -2.598  -0.171
O -3.046 3.278 -1.330  -0.127
H -2.290 4.657 -2.620  0.088
H -1.900 2.996 -3.035  0.069
H -3.496 3.676 -3.307  0.084
H -3.549 2.460 -1.346  0.031
C -3.784 -2.448 0.915  -0.112
O -2.778 -3.455 1.105  -0.117
H -3.390 -1.431 0.896  0.065
H -4.291 -2.541 -0.045  0.067
H -4.575 -2.450 1.665  0.087
H -2.189 -3.172 1.809  0.040
C 4.526 3.331 2.018  -0.106
O 4.284 3.461 0.600  -0.149
H 5.501 2.870 2.177  0.082
H 4.454 4.370 2.340  0.078
H 3.762 2.772 2.558  0.059
H 3.387 3.767 0.444  0.016
C 2.055 0.068 5.520  -0.142
O 2.545 -1.004 6.361  -0.129
H 0.995 -0.065 5.304  0.066
H 2.310 1.065 5.880  0.080
H 2.561 -0.065 4.563  0.065
H 2.974 -0.605 7.122  0.064
C -0.827 -1.355 -0.991  0.018
C 0.086 -0.103 -0.975  -0.236
C -0.500 1.166 -0.264  -0.062
O 0.407 1.442 0.748  0.094
C 1.274 0.513 0.875  -0.570
O 2.021 0.458 1.868  0.082
O 1.205 -0.372 -0.137  0.058
H -1.571 -1.172 -1.766  0.078
H -1.281 -1.458 -0.006  0.068
H -0.329 -2.285 -1.264  0.078
H 0.512 0.143 -1.947  0.129
H -1.522 1.101 0.109  0.130
H -0.446 1.986 -0.980  0.122
C 2.070 -1.907 -3.548  0.013
C 1.375 -1.153 -4.710  -0.316
C -0.148 -1.291 -4.688  -0.069
O -0.560 0.060 -4.448  0.050
C 0.502 0.877 -4.471  -0.567
O 0.330 2.081 -4.317  0.115
O 1.624 0.197 -4.616  0.122
H 1.683 -2.893 -3.290  0.073
H 2.129 -1.300 -2.644  0.066
H 3.116 -1.945 -3.850  0.088
H 1.739 -1.524 -5.668  0.154
H -0.460 -1.997 -3.918  0.116
H -0.528 -1.622 -5.654  0.133